(1)
Molecular formula: C5H9BaO3
Method: DFT, wB97M-V/def2-TZVPD

Structure (XYZ):
```
18
Properties=species:S:1:pos:R:3
Ba -0.082 -2.167 0.270
O 2.150 -1.675 0.915
O -2.174 -1.788 0.513
O -0.659 0.256 -0.288
C -2.729 -0.518 0.600
C 2.900 0.493 0.202
C 3.068 -0.732 0.806
C -2.085 0.443 -0.396
C 0.147 1.091 -1.022
H -2.612 -0.088 1.617
H -0.170 2.134 -1.029
H -3.815 -0.519 0.385
H 2.746 0.478 -0.881
H -2.329 1.492 -0.178
H -2.372 0.199 -1.432
H 0.758 0.623 -1.796
H 4.103 -1.099 0.921
H 3.153 1.377 0.792
```

Its LUMO energy (alpha / beta) is -0.36 / -0.40 eV. The spin multiplicity is 2. As for the expectation value of S²: 0.762. The value obtained for the molar mass is 254.5 g mol⁻¹. For the HOMO-LUMO gap (alpha / beta), the calculation gives 0.20412 / 0.20925 Eh.

These are the Löwdin partial charges, in e, on atoms 1 to 8:
1. Ba 2.07
2. O -0.53
3. O -0.73
4. O -0.43
5. C -0.38
6. C -0.10
7. C -0.42
8. C -0.20

=====

(2)
Molecular formula: C3H10OS2
Method: DFT, wB97M-V/def2-TZVPD

Structure (XYZ):
```
16
Properties=species:S:1:pos:R:3
S -1.279 1.708 -0.919
S -1.057 0.096 0.832
O 1.257 0.270 3.815
C 0.492 1.968 -0.935
C -1.023 -1.674 -1.322
C -0.164 -1.047 -0.221
H -0.003 -1.825 0.544
H 0.557 0.754 3.367
H 0.966 1.309 -1.669
H 1.020 1.810 0.002
H 1.572 -0.387 3.188
H -1.015 -0.914 -2.110
H -0.688 -2.624 -1.755
H 0.663 3.010 -1.216
H 0.753 -0.606 -0.589
H -2.050 -1.847 -1.012
```

Its LUMO energy is -0.65 eV. The value obtained for the molar mass is 126.2 g mol⁻¹. The structure (SMILES) is CCSSC.O. For the HOMO-LUMO gap, the calculation gives 0.31020 Eh.

These are the natural (NBO) partial charges, in e, on atoms 1 to 8:
1. S 0.09
2. S 0.10
3. O -0.94
4. C -0.78
5. C -0.63
6. C -0.55
7. H 0.22
8. H 0.48

=====

(3)
Molecular formula: C32H98CrNO18
Method: DFT, wB97M-V/def2-TZVPD

Structure (XYZ):
```
150
Properties=species:S:1:pos:R:3
Cr -0.364 0.412 1.643
O -0.690 1.008 3.636
O 6.675 -1.773 2.601
O -4.310 2.837 -4.925
O -1.637 2.804 -1.286
O -3.052 1.563 3.057
O 0.405 -4.565 -5.908
O 2.332 -4.390 6.160
O -3.709 3.079 0.849
O -0.568 2.427 1.209
O 6.537 0.957 2.347
O 0.218 -1.532 1.965
O 6.679 5.936 1.036
O 0.639 -4.078 1.096
O 4.137 4.764 0.677
O -2.684 -4.635 1.433
O -0.881 -0.219 -0.067
O -5.155 -4.575 -2.577
O -3.323 -4.950 -5.964
N -0.738 -0.100 -1.476
C -1.795 -0.903 -2.043
C 0.733 -0.170 -3.358
C 0.925 4.220 0.369
C 0.660 -0.243 -1.857
C -3.129 -0.277 -1.687
C -2.234 3.584 -2.375
C 7.721 4.969 0.936
C 4.561 0.662 3.703
C -4.984 3.540 0.303
C -0.918 4.742 1.914
C -1.665 -0.807 -3.513
C 1.459 -1.380 -1.322
C -0.286 -1.100 -4.000
C 0.071 3.666 1.598
C -1.793 -2.342 -1.668
C 3.669 -4.648 5.703
C -2.828 -3.752 -5.368
C -5.634 2.595 -0.612
C -4.315 -5.672 -2.308
C 2.052 -4.404 1.215
C -3.646 -5.608 1.649
C -3.682 0.348 2.685
C -4.097 1.788 -5.900
C 0.101 -2.110 3.286
C 4.103 4.921 -0.755
C 1.348 1.079 -1.351
C -0.582 1.066 5.086
C 5.493 2.934 3.517
C 5.798 -1.956 1.476
C 1.142 -4.525 -4.716
C -5.854 3.935 1.475
C 5.840 1.401 3.523
H 2.298 -4.368 7.142
H -3.354 -0.390 -0.595
H 0.809 -4.220 -6.658
H 6.961 -0.866 2.469
H -0.722 0.028 5.498
H 5.025 5.322 -1.184
H 0.370 1.476 5.325
H 1.089 -2.702 3.480
H 1.183 -1.523 -0.273
H -3.593 -5.780 -3.103
H 6.354 -2.259 0.593
H -5.239 2.910 -4.811
H 3.710 -5.691 5.327
H -1.527 4.416 -2.620
H 1.610 1.052 -0.279
H 5.243 -1.045 1.197
H 3.786 -4.039 4.838
H -3.648 -5.997 2.655
H -1.312 -2.503 -0.668
H 7.356 4.042 1.394
H -3.596 -3.039 -5.149
H -3.189 3.992 -2.034
H 4.371 -4.448 6.513
H 1.734 3.552 0.013
H -6.471 3.163 -1.092
H 6.399 3.454 3.336
H 0.225 4.458 -0.483
H 6.448 1.250 4.421
H -2.979 -0.317 2.226
H -3.509 2.203 -6.716
H -0.796 -2.755 3.355
H -6.057 1.635 -0.151
H 2.108 -5.401 0.788
H 2.500 -1.128 -1.245
H 5.067 -2.751 1.772
H 3.310 5.591 -1.123
H 6.751 6.306 1.930
H 0.703 1.965 -1.449
H -2.285 -4.033 -4.473
H -3.661 0.911 -5.387
H -5.003 2.285 -1.428
H 3.849 3.956 -1.193
H -5.051 1.505 -6.302
H 8.578 5.362 1.424
H 4.736 -0.414 3.558
H 0.178 -4.853 1.422
H 2.284 1.181 -1.969
H 0.161 -1.328 4.046
H -4.678 -5.269 1.399
H -4.457 0.620 1.948
H 0.594 -5.026 -3.961
H 2.504 -3.716 0.567
H 1.421 5.160 0.581
H 1.235 -2.335 -1.856
H -2.795 -2.730 -1.787
H 7.866 4.844 -0.166
H -3.876 -0.872 -2.249
H -5.319 -4.541 -3.542
H 2.031 -5.117 -4.775
H 7.425 1.320 2.407
H -4.723 4.377 -0.342
H 2.423 -4.335 2.213
H 0.548 0.879 -3.616
H 5.084 3.252 4.512
H -3.209 0.742 -2.087
H -3.404 -6.496 1.026
H 4.332 0.803 4.785
H -2.887 -5.157 -6.825
H -1.809 0.220 -3.892
H -2.403 -1.385 -4.083
H -1.550 4.393 2.718
H -6.070 2.986 2.039
H -5.384 4.722 2.130
H -2.486 3.026 -3.239
H -3.876 -5.418 -1.351
H 0.106 -2.201 1.280
H -0.109 -0.944 -5.108
H -2.072 -3.268 -6.025
H 1.379 -3.517 -4.250
H -2.860 -4.130 0.607
H -4.825 -6.649 -2.168
H -0.863 2.618 0.352
H 1.744 -0.402 -3.751
H -3.189 2.883 0.106
H 4.677 3.113 2.873
H 4.917 5.244 0.936
H 0.718 3.402 2.472
H -4.197 -0.019 3.520
H -3.366 2.275 2.429
H -0.374 5.616 2.259
H 3.670 0.905 3.099
H -1.311 1.780 5.491
H -1.446 1.900 -1.571
H -1.173 -2.943 -2.365
H -1.590 5.031 1.057
H -1.570 1.464 3.511
H -0.027 -2.156 -3.833
H -6.728 4.355 1.080
```

Its LUMO energy (alpha / beta) is -1.45 / -1.75 eV. The net charge is +1. The spin multiplicity is 5. As for the expectation value of S²: 6.010. The value obtained for the molar mass is 837.1 g mol⁻¹. For the HOMO-LUMO gap (alpha / beta), the calculation gives 0.30444 / 0.30144 Eh.

These are the Löwdin partial charges, in e, on atoms 1 to 8:
1. Cr 0.90
2. O -0.25
3. O -0.14
4. O -0.13
5. O -0.18
6. O -0.16
7. O -0.08
8. O -0.16

=====

(4)
Molecular formula: C5H6N2
Method: DFT, wB97M-V/def2-TZVPD

Structure (XYZ):
```
13
Properties=species:S:1:pos:R:3
N -1.591 0.053 -0.101
N -0.159 0.382 0.044
C -2.394 1.085 -0.190
C 0.604 -0.955 0.352
C 0.346 -0.487 -1.069
C 1.808 -0.737 0.889
C 2.699 -0.059 1.377
H -0.400 -1.051 -1.562
H -1.941 2.020 -0.310
H -3.546 1.076 -0.394
H -0.200 -1.806 0.588
H 1.339 -0.339 -1.662
H 3.433 0.819 2.038
```

Its LUMO energy is 1.08 eV. The value obtained for the molar mass is 94.1 g mol⁻¹. The structure (SMILES) is C#C[C@@H]1CN1N=C. For the HOMO-LUMO gap, the calculation gives 0.37018 Eh.

These are the natural (NBO) partial charges, in e, on atoms 1 to 8:
1. N -0.29
2. N -0.24
3. C -0.09
4. C -0.19
5. C -0.25
6. C -0.10
7. C -0.18
8. H 0.22

=====

(5)
Molecular formula: C9H4Br2FNOSn
Method: DFT, wB97M-V/def2-TZVPD

Structure (XYZ):
```
19
Properties=species:S:1:pos:R:3
Sn -1.049 -3.313 0.048
Br 0.640 3.725 -0.030
Br -4.160 0.772 -0.154
F -0.789 -3.056 1.969
O -2.209 -1.603 -0.215
N 0.464 -1.568 -0.166
C -2.278 0.772 -0.135
C 0.525 0.848 -0.108
C -0.182 -0.372 -0.145
C -1.594 2.000 -0.097
C 1.934 0.769 -0.090
C 1.775 -1.611 -0.145
C 2.556 -0.448 -0.109
C -1.612 -0.437 -0.161
C -0.231 2.043 -0.084
H -2.167 2.916 -0.077
H 2.511 1.683 -0.058
H 3.633 -0.527 -0.092
H 2.235 -2.592 -0.150
```

Its LUMO energy is -0.73 eV. The value obtained for the molar mass is 439.7 g mol⁻¹. For the HOMO-LUMO gap, the calculation gives 0.27790 Eh.

These are the natural (NBO) partial charges, in e, on atoms 1 to 8:
1. Sn 1.44
2. Br 0.06
3. Br 0.09
4. F -0.77
5. O -0.85
6. N -0.52
7. C -0.18
8. C -0.11

=====

(6)
Molecular formula: C23H33N2O2P2Pd
Method: DFT, wB97M-V/def2-TZVPD

Structure (XYZ):
```
63
Properties=species:S:1:pos:R:3
Pd 0.177 -0.405 -0.033
P -2.022 -0.391 -0.661
P 2.339 -0.927 -0.583
O -1.261 -3.224 -4.329
O -0.253 -3.993 -1.177
N 0.138 0.547 1.880
N 0.378 0.474 -2.167
C 1.601 0.836 -2.568
C 2.773 0.490 -1.671
C 3.514 -0.877 0.793
C -2.875 1.016 0.092
C 2.779 -2.373 -1.581
C -2.045 0.184 -2.411
C -0.707 0.669 -2.929
C -1.260 0.037 3.827
C -0.200 -0.285 2.937
C 0.227 2.634 3.159
C 1.751 1.615 -3.721
C 0.333 4.730 1.949
C 0.636 1.903 -4.506
C 0.207 1.918 1.933
C 0.289 2.651 0.724
C 0.276 4.020 3.158
C -3.136 -1.805 -0.470
C 0.431 -1.546 3.063
C -1.672 -0.881 4.789
C 0.033 -2.443 4.049
C -1.012 -2.110 4.922
C -0.599 1.374 -4.137
C 0.343 4.037 0.732
H 0.380 5.819 1.963
H 2.121 -2.427 -2.462
H 0.524 -4.354 -1.643
H 4.547 -0.857 0.413
H -2.284 1.928 -0.044
H 2.999 1.357 -1.024
H 1.219 -1.792 2.348
H 2.647 -3.267 -0.954
H 2.744 1.981 -3.961
H -3.281 -1.965 0.610
H -3.013 0.829 1.159
H -2.664 -2.696 -0.911
H -2.436 -0.631 -3.025
H 0.551 -3.400 4.138
H -4.109 -1.591 -0.940
H 0.272 4.549 4.112
H -1.757 1.004 3.729
H 0.396 4.581 -0.212
H 0.020 -3.097 -0.938
H 3.829 -2.291 -1.901
H -2.790 1.000 -2.474
H 0.305 2.097 -0.228
H -3.846 1.120 -0.404
H 3.314 0.005 1.418
H 0.737 2.475 -5.428
H -2.210 -3.254 -4.576
H 3.352 -1.788 1.388
H -2.504 -0.630 5.448
H 3.662 0.249 -2.272
H -1.287 -3.582 -3.430
H 0.193 2.065 4.089
H -1.317 -2.819 5.693
H -1.497 1.506 -4.743
```

Its LUMO energy (alpha / beta) is -2.08 / -4.40 eV. The net charge is +1. The spin multiplicity is 3. As for the expectation value of S²: 2.048. The value obtained for the molar mass is 537.9 g mol⁻¹. For the HOMO-LUMO gap (alpha / beta), the calculation gives 0.29164 / 0.24019 Eh.

These are the natural (NBO) partial charges, in e, on atoms 1 to 8:
1. Pd 0.34
2. P 0.93
3. P 0.93
4. O -0.95
5. O -0.95
6. N -0.48
7. N -0.51
8. C 0.24